Record 1
Formula: C43H41N3O5Se2Ti
Source: OMol25
Level of theory: ωB97M-V/def2-TZVPD

Atoms and positions in Å:
Ti 1.789 -0.055 0.468
C -4.025 0.731 1.500
C -3.621 0.211 0.123
C -4.831 -0.065 -0.751
O -2.751 1.113 -0.569
C -1.402 0.704 -0.415
C -1.505 -0.605 0.403
O -2.862 -0.969 0.256
C -0.614 -1.801 -0.048
O 0.724 -1.419 0.201
C -0.909 -3.069 0.772
C -2.181 -3.639 0.759
C -2.432 -4.811 1.450
C -1.416 -5.450 2.141
C -0.141 -4.914 2.122
C 0.113 -3.735 1.438
C -0.751 -2.213 -1.520
C 0.120 -3.201 -1.978
C 0.026 -3.693 -3.267
C -0.953 -3.213 -4.126
C -1.822 -2.234 -3.682
C -1.723 -1.735 -2.391
C -0.545 1.870 0.148
O 0.741 1.325 0.379
C -1.084 2.547 1.397
C -0.486 2.391 2.639
C -0.989 3.050 3.751
C -2.081 3.888 3.629
C -2.658 4.082 2.383
C -2.161 3.423 1.273
C -0.328 2.951 -0.928
C 0.615 3.939 -0.650
C 0.909 4.916 -1.584
C 0.256 4.925 -2.810
C -0.693 3.957 -3.085
C -0.985 2.972 -2.151
H -4.552 1.678 1.412
H -3.155 0.882 2.136
H -4.686 0.004 1.971
H -5.395 0.854 -0.894
H -5.475 -0.799 -0.272
H -4.521 -0.445 -1.722
H -0.964 0.479 -1.395
H -1.280 -0.392 1.460
H -2.973 -3.169 0.201
H -3.427 -5.235 1.436
H -1.615 -6.369 2.674
H 0.667 -5.415 2.637
H 1.121 -3.333 1.421
H 0.864 -3.605 -1.303
H 0.701 -4.472 -3.594
H -1.048 -3.616 -5.124
H -2.602 -1.863 -4.335
H -2.442 -1.000 -2.068
H 0.395 1.779 2.736
H -0.508 2.917 4.711
H -2.468 4.407 4.494
H -3.494 4.757 2.274
H -2.605 3.589 0.302
H 1.115 3.940 0.311
H 1.638 5.680 -1.352
H 0.480 5.691 -3.539
H -1.221 3.969 -4.029
H -1.752 2.248 -2.378
Se 4.064 -1.482 0.963
Se 3.630 1.050 2.406
C 2.367 0.159 3.468
C 2.361 0.149 4.856
C 1.328 -0.500 5.503
C 0.346 -1.125 4.745
C 0.436 -1.080 3.365
N 1.423 -0.446 2.729
C 4.600 -0.181 -0.314
C 5.848 -0.068 -0.918
C 6.053 0.985 -1.793
C 5.020 1.883 -2.046
C 3.801 1.692 -1.416
N 3.610 0.681 -0.568
H 3.151 0.646 5.398
H 1.289 -0.520 6.583
H -0.479 -1.647 5.207
H -0.303 -1.577 2.755
H 6.627 -0.782 -0.694
H 7.014 1.110 -2.273
H 5.158 2.718 -2.716
H 2.950 2.345 -1.577
C 3.026 -1.651 -2.883
C 1.872 -0.687 -2.867
N 1.257 -0.452 -4.028
O 1.546 -0.078 -1.843
H 2.984 -2.342 -3.723
H 3.037 -2.208 -1.947
H 3.953 -1.075 -2.950
H 1.436 -1.016 -4.839
H 0.458 0.163 -4.033

Summary:
- relative energy (zero: lowest compared OMol25 entry of this formula, charge and spin) (kJ/mol) = 24.0
- Kohn-Sham gap (spin up / spin down) (eV) = 7.423 / 6.643
- total charge = +1
- multiplicity = 2


Record 2
Formula: C43H42F6NOSi
Source: OMol25
Level of theory: ωB97M-V/def2-TZVPD

Atoms and positions in Å:
F -6.863 5.485 -3.020
C -6.536 4.163 -3.216
F -7.633 3.427 -2.866
F -6.362 3.998 -4.568
C -5.303 3.781 -2.443
C -5.383 2.915 -1.341
C -4.232 2.571 -0.649
C -2.946 3.026 -1.041
C -1.694 2.675 -0.340
C -0.508 3.187 -1.036
C -0.002 4.491 -0.830
C 1.168 4.886 -1.449
C 1.829 4.015 -2.296
C 3.173 4.346 -2.874
F 4.122 3.456 -2.424
F 3.176 4.262 -4.243
F 3.601 5.595 -2.543
C 1.270 2.786 -2.632
C 0.088 2.385 -2.039
C -2.932 3.918 -2.162
C -4.080 4.312 -2.832
H -6.353 2.521 -1.053
H -4.330 1.916 0.226
H -1.857 2.703 0.757
H -0.568 5.195 -0.210
H 1.565 5.882 -1.276
H 1.754 2.153 -3.359
H -0.395 1.455 -2.364
H -1.986 4.332 -2.509
H -4.014 5.020 -3.667
C 1.105 -6.141 2.100
Si 1.461 -5.528 0.377
C 3.294 -5.398 0.085
C 0.661 -6.582 -0.933
O 0.742 -4.043 0.198
C 0.789 -2.653 0.492
C 1.545 -2.511 1.829
C 2.944 -2.510 1.807
C 3.686 -2.481 2.992
C 3.019 -2.523 4.215
C 1.626 -2.623 4.240
C 0.880 -2.637 3.052
C 1.459 -1.907 -0.674
C 1.343 -2.403 -1.972
C 1.948 -1.722 -3.032
C 2.629 -0.524 -2.801
C 2.738 -0.022 -1.504
C 2.167 -0.722 -0.440
C -0.734 -2.213 0.500
C -1.569 -2.832 -0.648
C -2.180 -1.682 -1.457
C -2.026 -0.423 -0.596
N -0.989 -0.766 0.370
C -0.491 0.153 1.185
C -0.617 1.579 1.085
C -0.434 2.238 2.455
C -0.147 3.607 2.481
C 0.292 4.218 3.658
C 0.426 3.469 4.838
C 0.096 2.106 4.826
C -0.361 1.504 3.651
H 1.446 -7.183 2.206
H 1.618 -5.536 2.860
H 0.025 -6.111 2.306
H 3.700 -6.401 -0.116
H 3.509 -4.761 -0.782
H 3.820 -4.988 0.957
H 1.005 -7.623 -0.859
H -0.431 -6.576 -0.831
H 0.915 -6.213 -1.935
H 3.471 -2.540 0.848
H 4.777 -2.432 2.939
H 3.588 -2.492 5.144
H 1.089 -2.693 5.186
H -0.207 -2.771 3.079
H 0.810 -3.340 -2.150
H 1.871 -2.134 -4.039
H 3.082 0.023 -3.631
H 3.273 0.912 -1.303
H 2.301 -0.359 0.582
H -1.155 -2.571 1.454
H -0.981 -3.522 -1.270
H -2.358 -3.425 -0.154
H -1.634 -1.537 -2.401
H -3.239 -1.856 -1.686
H -1.741 0.462 -1.175
H -2.971 -0.159 -0.083
H 0.251 -0.214 1.905
H 0.307 1.845 0.542
H -0.161 4.171 1.552
H 0.552 5.280 3.641
H 0.783 3.933 5.757
H 0.188 1.495 5.726
H -0.571 0.431 3.648

Summary:
- Kohn-Sham gap (eV) = 6.745
- total charge = +1
- multiplicity = 1


Total energy values, unit eV, following the record order: -213771.74879 -72985.96570.
Largest force on an atom values, unit hartree/bohr, following the record order: 0.0166 0.0672.